# 1
{
  "formula": "C4H12",
  "method": "ωB97M-V/def2-TZVPD",
  "e_above_lowest_ev": 1.966,
  "homo_ha": -0.396,
  "orbital_gap_ev": 11.90,
  "smiles": "CC.CC",
  "lumo_ev": 1.1,
  "total_charge": 0,
  "multiplicity": 1,
  "symbols": ["H", "H", "C", "H", "C", "H", "H", "H", "C", "C", "H", "H", "H", "H", "H", "H"],
  "coordinates": [[-2.838, 0.765, -1.437], [2.723, -0.109, 0.655], [1.160, -0.221, 1.965], [1.562, -0.157, 2.956], [-0.982, -0.640, -1.677], [-1.198, 1.427, -1.428], [-0.116, -0.995, -1.121], [0.045, -0.047, 2.252], [1.774, 0.467, 0.758], [-1.819, 0.521, -1.126], [-1.841, 0.706, 0.032], [-1.581, -1.684, -1.623], [-0.969, -0.691, -2.771], [2.057, 1.542, 0.992], [0.907, -1.296, 1.893], [1.117, 0.414, -0.321]],
  "forces_ev_per_a": [[0.20, -0.85, -0.50], [-0.44, 0.71, -0.68], [-4.51, -1.22, 0.81], [1.23, 0.56, 0.18], [-3.60, -4.02, 0.07], [-0.94, -0.63, 0.24], [0.36, 0.95, -0.39], [1.43, 1.08, -0.91], [-0.23, 0.12, -1.50], [2.08, 2.66, 1.83], [0.19, -1.10, -1.94], [0.64, 2.03, 0.45], [1.00, 0.86, 0.17], [-0.53, -1.28, -0.47], [1.20, -0.03, -0.79], [1.92, 0.15, 3.41]],
  "mulliken_charge": [0.34, 0.21, -1.03, 0.38, -0.79, 0.23, 0.24, 0.24, -0.46, -0.71, 0.19, 0.23, 0.28, 0.26, 0.31, 0.06]
}

=====

# 2
{
  "formula": "C19H21BN2O2Sn",
  "method": "ωB97M-V/def2-TZVPD",
  "e_above_lowest_ev": 1.932,
  "homo_ha": -0.509,
  "orbital_gap_ev": 5.98,
  "lumo_ev": -7.9,
  "total_charge": 2,
  "multiplicity": 1,
  "symbols": ["C", "H", "C", "C", "H", "N", "H", "C", "H", "H", "O", "C", "H", "C", "C", "N", "H", "H", "C", "H", "H", "C", "B", "H", "H", "C", "C", "H", "H", "C", "H", "C", "H", "H", "H", "C", "O", "H", "C", "H", "C", "C", "H", "C", "Sn", "C"],
  "coordinates": [[-4.738, 1.531, 0.041], [2.814, -2.531, -1.154], [-0.080, 4.870, 1.104], [1.171, 4.318, 0.742], [0.085, -1.971, -2.463], [-2.179, 0.855, -0.434], [2.133, 4.800, 0.840], [1.114, -2.282, -2.726], [-5.775, 1.795, 0.246], [2.108, 2.436, -0.172], [1.843, -0.763, 1.428], [-0.052, 1.398, -3.087], [-3.924, 3.381, 0.829], [1.815, -4.703, 2.707], [-1.251, 2.921, 0.406], [-0.001, 2.442, 0.119], [0.207, 0.655, -3.877], [-0.144, -4.708, 1.664], [2.244, -1.750, -1.885], [2.900, -1.549, -2.829], [3.739, -4.391, 3.626], [1.855, -1.959, 2.126], [0.731, -0.907, 0.542], [2.575, -0.803, -1.259], [3.765, -1.898, 3.170], [0.786, -2.757, 1.707], [-3.125, -0.065, -0.844], [1.791, -5.786, 2.946], [-5.192, -0.445, -0.884], [2.907, -3.900, 3.085], [-2.726, -0.989, -1.359], [1.224, 3.042, 0.198], [-2.234, 4.609, 1.165], [0.698, 2.224, -3.165], [-1.043, 1.831, -3.370], [-1.270, 4.206, 0.923], [0.021, -2.076, 0.707], [-0.103, 5.865, 1.534], [-4.444, 0.282, -0.580], [1.209, -2.563, -3.908], [2.918, -2.512, 2.832], [-3.745, 2.422, 0.384], [1.201, -3.277, -2.164], [0.712, -4.103, 2.007], [-0.128, 0.726, -1.044], [-2.409, 2.077, 0.126]],
  "forces_ev_per_a": [[-0.36, -1.11, -0.47], [-1.52, 1.39, -2.10], [1.26, 0.38, 0.01], [0.39, -0.41, -0.20], [0.20, 0.12, -0.36], [0.53, 0.00, -0.86], [-0.27, 0.60, 0.27], [-1.72, -3.37, 0.61], [0.22, -0.14, -0.10], [-1.05, 1.11, 0.69], [-1.84, 0.65, -1.50], [-0.05, 0.57, -0.82], [-0.50, 0.16, 0.14], [-0.91, 0.85, -0.44], [2.76, 1.03, 0.30], [-0.30, -0.89, -1.15], [-0.14, 0.23, 1.02], [0.60, 0.35, 0.19], [5.90, 1.34, -0.32], [0.35, -0.44, 2.20], [-0.53, 0.60, -0.43], [0.08, -1.46, -0.55], [0.46, 0.14, 0.56], [-2.03, -0.95, -1.44], [-0.45, -0.30, -0.36], [0.61, -0.34, -0.18], [0.75, 1.57, 0.80], [0.03, 0.94, -0.25], [-0.21, 0.44, 0.22], [-0.46, -0.15, 0.35], [-0.81, 1.16, 0.79], [-2.03, 0.03, 0.48], [-0.04, 0.61, 0.26], [-0.52, -0.62, 0.25], [0.67, -0.33, 0.43], [-0.68, -0.81, -0.13], [0.98, 0.78, 0.57], [0.07, -0.03, -0.06], [0.27, -0.06, -0.05], [0.14, 1.39, 3.08], [0.37, -0.06, 0.32], [1.39, -0.08, -0.15], [-1.23, 0.54, -1.71], [0.37, -1.00, 0.35], [1.05, -2.52, 0.23], [-1.79, -1.89, -0.49]],
  "mulliken_charge": [-0.44, 0.32, -0.48, -0.77, -0.01, -0.03, 0.45, -0.49, 0.46, 0.49, -0.51, -1.17, 0.49, -0.46, 0.78, 0.05, 0.39, 0.41, -0.82, 0.27, 0.37, 0.64, 0.83, 0.23, 0.44, 0.59, -0.02, 0.37, 0.44, -0.44, 0.45, 0.02, 0.50, 0.40, 0.40, -0.75, -0.44, 0.46, -0.70, 0.34, -0.83, -0.90, 0.29, -0.82, 0.47, 0.75]
}

=====

# 3
{
  "formula": "C3H10NO3",
  "method": "ωB97M-V/def2-TZVPD",
  "e_above_lowest_ev": 2.307,
  "homo_ha": -0.540,
  "orbital_gap_ev": 11.30,
  "lumo_ev": -3.4,
  "total_charge": 1,
  "multiplicity": 1,
  "symbols": ["H", "H", "H", "O", "H", "C", "O", "C", "H", "H", "H", "H", "H", "H", "C", "N", "O"],
  "coordinates": [[0.371, 0.468, 1.230], [-1.118, 1.031, 1.112], [1.404, -1.062, 1.910], [0.860, -0.490, 2.468], [0.009, 2.132, 0.821], [-1.625, -0.064, -0.918], [1.005, -1.204, -0.220], [-0.246, 0.751, -0.804], [0.621, -2.077, -0.516], [-1.999, -0.238, -1.934], [-0.302, 1.651, -1.496], [1.755, 0.362, -1.580], [0.139, -1.049, 2.785], [0.649, -0.682, -2.256], [0.945, -0.286, -1.244], [-0.224, 1.144, 0.603], [-2.244, -0.388, 0.042]],
  "forces_ev_per_a": [[-0.31, 0.71, -0.40], [-0.29, -0.36, -0.91], [0.08, -0.14, 0.14], [-0.04, 0.12, -0.14], [0.41, -0.76, -0.55], [1.17, 1.30, -0.85], [0.44, -1.97, -0.34], [-1.46, -0.93, -1.93], [0.76, 1.38, 0.43], [0.19, -0.23, -0.21], [0.13, -1.09, 0.93], [1.03, -0.52, 1.26], [0.08, -0.04, 0.13], [-0.16, -0.11, 1.08], [-3.01, 2.31, -1.61], [1.12, 0.52, 2.22], [-0.15, -0.19, 0.74]],
  "mulliken_charge": [0.32, 0.37, 0.35, -0.72, 0.38, -0.11, -0.51, 0.06, 0.34, 0.41, 0.39, 0.38, 0.36, 0.37, -0.64, -0.33, -0.43]
}

=====

# 4
{
  "formula": "C15H17BBrF2N2O4Pt",
  "method": "ωB97M-V/def2-TZVPD",
  "e_above_lowest_ev": 0.000,
  "homo_ha": -0.399,
  "orbital_gap_ev": 3.84,
  "lumo_ev": -7.0,
  "total_charge": 1,
  "multiplicity": 1,
  "symbols": ["H", "C", "H", "H", "C", "C", "H", "C", "H", "C", "C", "C", "C", "H", "H", "F", "C", "C", "B", "H", "C", "O", "H", "F", "H", "C", "N", "Br", "C", "N", "H", "H", "C", "O", "C", "H", "H", "O", "Pt", "H", "O", "H", "H"],
  "coordinates": [[-1.753, 3.065, 3.624], [-0.398, 2.837, 2.034], [3.418, 3.051, 0.232], [-0.277, -2.405, -3.318], [2.418, -1.443, -1.492], [0.758, -2.273, -3.033], [-4.531, -0.608, 1.841], [3.420, -1.925, -2.334], [-5.593, -0.286, -0.230], [0.078, 4.275, 1.986], [1.768, -2.761, -3.843], [-4.138, -1.131, 0.968], [2.632, 2.314, 0.352], [-1.607, 1.377, 2.987], [-0.454, 5.107, 2.421], [-0.703, -3.079, 0.247], [-2.760, -0.599, 0.638], [1.088, -1.622, -1.854], [-0.007, -2.399, 1.163], [0.291, -1.243, -1.225], [1.241, 4.245, 1.358], [2.100, -0.667, 0.813], [-3.357, -0.677, -1.084], [0.467, -3.108, 2.172], [2.984, 1.361, 0.802], [2.861, -0.717, -0.252], [-4.966, -1.079, -0.226], [1.322, -3.660, -5.442], [1.469, 2.811, 1.001], [0.419, 2.025, 1.398], [1.930, 5.041, 1.126], [-3.974, -2.168, 1.270], [-1.603, 2.435, 2.746], [-1.927, -0.384, 1.522], [3.103, -2.594, -3.502], [3.881, -2.981, -4.144], [-5.516, -1.916, -0.356], [-2.508, -0.434, -0.624], [0.142, -0.418, 1.118], [2.316, 1.937, -0.639], [3.961, -0.182, -0.240], [-2.449, 2.646, 2.074], [4.453, -1.770, -2.055]],
  "forces_ev_per_a": [[0.01, -0.01, 0.01], [0.08, -0.06, 0.05], [0.00, 0.00, -0.01], [0.00, 0.00, 0.00], [-0.03, 0.00, 0.06], [0.00, 0.00, 0.01], [0.00, 0.03, -0.02], [0.00, -0.02, 0.00], [-0.03, -0.02, 0.01], [-0.02, 0.02, 0.01], [0.01, 0.01, 0.01], [0.00, -0.03, -0.02], [-0.06, 0.10, -0.10], [-0.01, -0.03, -0.01], [0.00, 0.00, -0.01], [-0.08, -0.03, 0.03], [0.08, -0.07, -0.06], [0.00, 0.01, -0.05], [-0.19, 0.09, 0.03], [0.04, 0.01, -0.08], [0.04, -0.02, 0.06], [0.01, 0.56, 0.26], [-0.01, -0.01, 0.00], [0.12, -0.01, -0.06], [0.04, -0.04, 0.01], [0.03, -0.17, -0.24], [-0.02, 0.04, 0.01], [0.00, -0.01, -0.02], [0.07, -0.03, -0.01], [-0.05, 0.11, -0.07], [0.00, 0.00, 0.00], [-0.02, 0.01, 0.03], [-0.01, -0.02, -0.03], [0.08, 0.06, -0.08], [-0.01, 0.01, 0.01], [0.00, 0.00, 0.00], [0.03, -0.02, -0.02], [0.00, 0.00, 0.06], [0.01, -0.36, 0.06], [0.00, -0.09, 0.04], [-0.11, -0.02, 0.09], [0.00, 0.01, 0.01], [0.00, 0.00, 0.00]],
  "mulliken_charge": [0.48, 0.91, 0.45, 0.44, 0.46, -1.00, 0.31, -0.46, 0.21, -0.74, 0.11, -0.29, -0.89, 0.24, 0.48, -0.25, 0.68, 0.38, 0.53, 0.09, -1.02, -0.64, 0.50, -0.14, 0.30, 0.25, -0.60, -0.18, 0.88, -0.04, 0.46, 0.31, -1.12, -0.78, -0.52, 0.44, 0.23, -0.42, 0.57, 0.28, -0.65, 0.30, 0.45]
}

=====

Q: What is the multiplicity in the first record?
A: 1